1.
{"formula": "C6H12O", "method": "ωB97M-V/def2-TZVPD", "e_tot_ev": -8460.378, "e_above_lowest_kj_mol": 383.6, "gap_ha": 0.2929, "homo_ha": -0.2620, "species": ["C", "C", "C", "C", "C", "C", "O", "H", "H", "H", "H", "H", "H", "H", "H", "H", "H", "H", "H"], "positions_angstrom": [[2.018427, -0.210355, 0.986073], [1.488010, -0.552756, -0.408433], [0.549898, 0.482806, -0.961937], [-0.545909, 0.227801, -1.719523], [-1.890855, 0.344628, -0.145386], [-1.559187, -0.566946, 1.001425], [-1.994940, 1.592683, 0.333094], [2.718365, -0.972910, 1.345170], [1.206618, -0.126888, 1.716524], [2.548683, 0.749343, 0.970024], [1.002655, -1.538221, -0.403785], [2.343443, -0.645599, -1.095704], [0.810407, 1.521463, -0.754392], [-0.790789, -0.785354, -2.029227], [-1.035919, 1.013581, -2.285150], [-2.543395, -0.914743, 1.343934], [-1.051810, -0.082975, 1.844191], [-1.000251, -1.448173, 0.675238], [-2.332625, 2.144209, -0.386626]], "forces_ev_per_angstrom": [[0.006, 0.032, 0.077], [0.007, -0.067, -0.036], [-0.071, -0.030, -0.162], [0.300, 0.023, -0.019], [-0.244, -0.153, 0.171], [0.051, -0.035, 0.007], [0.040, 0.079, -0.237], [-0.109, 0.118, -0.068], [0.136, -0.016, -0.132], [-0.077, -0.142, 0.001], [0.051, 0.159, -0.022], [-0.106, -0.012, 0.113], [-0.065, -0.129, 0.009], [0.061, 0.174, 0.035], [0.095, -0.114, 0.066], [0.148, 0.002, 0.036], [-0.065, -0.048, -0.048], [-0.131, 0.152, 0.026], [-0.026, 0.004, 0.184]], "nbo_charge": [-0.601, -0.439, -0.201, -0.384, 0.275, -0.750, -0.695, 0.209, 0.205, 0.203, 0.202, 0.212, 0.194, 0.215, 0.210, 0.243, 0.196, 0.222, 0.483]}

***

2.
{"formula": "C6H12O", "method": "ωB97M-V/def2-TZVPD", "e_tot_ev": -8458.865, "e_above_lowest_kj_mol": 529.6, "gap_ha": 0.2819, "homo_ha": -0.2495, "species": ["C", "C", "O", "C", "C", "C", "C", "H", "H", "H", "H", "H", "H", "H", "H", "H", "H", "H", "H"], "positions_angstrom": [[1.755391, 0.809839, -1.483856], [1.054599, -0.478233, 0.164603], [1.142367, 1.151182, -0.150321], [-0.345893, 1.162849, -0.107428], [-0.443898, -0.276647, 0.404093], [-0.822831, -0.359824, 1.877487], [-1.322624, -1.188338, -0.452437], [2.742401, 0.368791, -1.294125], [1.213090, 0.091396, -2.118481], [1.817308, 1.784015, -1.945532], [1.639325, -0.559062, 1.082038], [-0.705598, 1.364279, -1.119430], [-0.747724, 1.938392, 0.565364], [-0.183017, 0.302591, 2.472402], [-0.659975, -1.383508, 2.237737], [-1.869682, -0.095478, 2.061397], [-1.185131, -2.232773, -0.150707], [-1.055208, -1.118185, -1.513396], [-2.385661, -0.939573, -0.341850]], "forces_ev_per_angstrom": [[0.034, 1.246, -0.169], [-0.276, -1.130, 0.769], [0.662, -1.067, -1.372], [0.038, -0.226, -0.260], [-0.149, -0.116, 0.127], [-0.140, 0.027, 0.172], [-0.085, -0.026, 0.014], [-0.482, 0.398, 0.153], [-0.160, 0.487, 0.738], [0.301, 0.461, -0.571], [-0.199, 0.139, 0.399], [-0.077, -0.188, 0.080], [0.674, -0.177, -0.157], [-0.133, -0.075, -0.083], [-0.059, 0.164, -0.047], [-0.010, -0.040, 0.026], [-0.019, 0.149, -0.017], [-0.005, 0.025, 0.213], [0.083, -0.050, -0.016]], "nbo_charge": [-0.241, -0.278, -0.437, -0.039, -0.186, -0.605, -0.595, 0.229, 0.221, 0.161, 0.137, 0.192, 0.204, 0.207, 0.213, 0.197, 0.216, 0.207, 0.196]}

***

3.
{"formula": "C6H12O", "method": "ωB97M-V/def2-TZVPD", "smiles": "C/C=C/C[C@@H](C)O", "e_tot_ev": -8462.736, "e_above_lowest_kj_mol": 156.1, "gap_ha": 0.3790, "homo_ha": -0.3404, "species": ["C", "C", "C", "C", "C", "C", "O", "H", "H", "H", "H", "H", "H", "H", "H", "H", "H", "H", "H"], "positions_angstrom": [[0.072524, -0.457311, 2.798552], [-0.414503, -0.565079, 1.380980], [0.365379, -0.929179, 0.352246], [-0.092779, -1.014514, -1.068364], [0.218535, 0.306533, -1.767278], [-0.646425, 1.466752, -1.360723], [1.583216, 0.613750, -1.836457], [-0.285831, 0.453293, 3.278682], [1.159240, -0.449415, 2.853931], [-0.278577, -1.287000, 3.409673], [-0.508791, 1.502715, -0.072665], [-1.495501, -0.568447, 1.264646], [1.440453, -1.017561, 0.515485], [-1.170760, -1.206289, -1.131069], [0.426003, -1.823256, -1.593712], [-0.130703, 0.292167, -2.821708], [-0.354583, 2.409987, -1.783991], [-1.714420, 1.277585, -1.432465], [1.827521, 0.995270, -0.985765]], "forces_ev_per_angstrom": [[0.078, 0.289, -0.072], [0.544, -1.260, 0.008], [-0.391, 0.514, 0.618], [0.059, -0.020, 0.093], [-1.558, 0.473, -2.612], [0.423, -0.263, 5.741], [0.333, 0.125, 0.451], [-0.050, 0.079, -0.001], [0.088, -0.016, -0.076], [-0.122, -0.123, -0.014], [-0.345, 0.558, -3.459], [0.007, 0.324, -0.224], [-0.126, -0.032, 0.046], [0.144, 0.054, 0.048], [-0.056, 0.125, 0.036], [0.679, -1.053, 0.062], [0.122, 0.272, -0.212], [0.008, -0.077, -0.462], [0.163, 0.030, 0.032]], "nbo_charge": [-0.642, -0.178, -0.194, -0.461, 0.088, -0.620, -0.706, 0.214, 0.209, 0.217, 0.173, 0.192, 0.195, 0.212, 0.223, 0.174, 0.224, 0.217, 0.462]}

***

Question: Number 2 is which compound?
Answer: C6H12O